13
Properties=species:S:1:pos:R:3 method="wB97M-V/def2-TZVPD" homo_lumo_gap_ev=9.5 spin_multiplicity=1 total_charge=0 homo_ha=-0.31397 relative_energy_kj_mol=153.7
C 0.77828 1.61386 0.25777
C -1.31788 0.34036 -0.19123
C 0.28783 -2.00444 -0.18625
H 1.36279 0.95321 0.88105
H 1.47230 2.17522 -0.28170
H 0.24399 2.40286 0.91367
H -1.97451 1.02315 -0.70849
H -1.51235 0.33676 0.88062
H 0.05997 -2.63028 0.61030
H 0.87554 -2.49436 -0.96549
H 1.04440 -1.18642 0.18762
O -0.09160 0.88581 -0.51307
S -1.22878 -1.41573 -0.88479